120
Properties=species:S:1:pos:R:3:lowdin_spin:R:1 method="wB97M-V/def2-TZVPD" gap_ev="6.25 / 6.25" spin_multiplicity=2 e_lumo_ev="4.0 / 4.0" largest_force_ev_per_a=1.21 charge=-2
Ru 0.49476 -0.52648 -0.53033 0.8133
O 1.91075 -2.79741 -1.58680 0.0040
C 1.70846 -2.10344 -0.62129 -0.0085
C 2.31427 -2.46402 0.71635 -0.0033
C 2.64158 -3.78342 1.00820 -0.0013
C 3.20329 -4.08275 2.23716 -0.0002
C 3.46459 -3.04839 3.13218 -0.0008
C 3.15630 -1.73473 2.81008 -0.0008
C 2.54124 -1.41554 1.59754 -0.0043
P 2.08878 0.33786 0.82118 0.0051
C 3.88707 0.51623 0.43959 0.0004
C 4.80760 1.23669 1.19451 -0.0003
C 6.14667 1.29360 0.82430 0.0001
C 6.59085 0.64015 -0.31346 -0.0003
C 5.68019 -0.07621 -1.08060 0.0000
C 4.34912 -0.14350 -0.70409 -0.0005
C 1.52508 1.11032 2.39704 -0.0018
C 0.17591 1.45985 2.46699 -0.0004
C -0.35986 2.03638 3.60303 0.0000
C 0.44871 2.30285 4.70184 -0.0001
C 1.78927 1.96403 4.64983 -0.0001
C 2.31710 1.35961 3.51144 -0.0005
H 2.44439 -4.54932 0.26756 -0.0001
H 3.43873 -5.10749 2.50090 -0.0001
H 3.91226 -3.27017 4.09541 -0.0001
H 3.38649 -0.96732 3.53666 0.0000
H 4.49159 1.78862 2.06661 0.0000
H 6.84147 1.86563 1.42918 0.0000
H 7.63314 0.69260 -0.60483 0.0000
H 6.00455 -0.58751 -1.97890 0.0000
H 3.65653 -0.70489 -1.31952 0.0000
H -0.47282 1.26017 1.62348 -0.0001
H -1.41675 2.27416 3.62476 0.0000
H 0.03318 2.76204 5.59113 0.0000
H 2.43556 2.15598 5.49881 0.0000
H 3.36375 1.09557 3.51903 0.0000
O -0.10935 -1.27249 3.36273 0.0001
C -0.62185 -1.79560 2.40111 0.0000
N -0.48070 -1.48352 1.06429 0.0008
C -1.17833 -2.38014 0.30921 0.0068
O -1.11997 -2.36329 -0.91468 0.0394
C -1.88263 -3.35400 1.18938 0.0004
C -2.69150 -4.43607 0.91819 0.0007
C -3.18016 -5.14862 2.01139 0.0000
C -2.85642 -4.77667 3.31381 0.0004
C -2.03039 -3.68284 3.56836 -0.0001
C -1.55524 -2.98613 2.47942 0.0003
H -2.93984 -4.70583 -0.09991 0.0002
H -3.82519 -6.00360 1.84826 0.0000
H -3.25457 -5.35152 4.14173 0.0000
H -1.76408 -3.38673 4.57479 0.0000
C -5.02321 -2.43885 -0.52856 0.0001
C -6.27380 -1.60295 -0.74437 0.0000
C -7.07039 -2.07591 -1.95351 0.0000
O -6.07001 -0.19095 -0.85994 0.0002
P -4.80765 0.61049 -1.48338 0.0003
S -5.44475 2.45357 -1.77240 0.0001
S -3.16124 0.36994 -0.41530 0.0015
O -4.72265 -0.20730 -2.88663 0.0000
C -3.68007 -0.16589 -3.88707 0.0000
C -2.80069 -1.39090 -3.72867 0.0000
C -2.86325 1.11457 -3.90774 0.0000
H -5.33222 -3.46953 -0.32848 0.0000
H -4.44458 -2.06979 0.31581 0.0000
H -4.37389 -2.42624 -1.40464 0.0001
H -6.89766 -1.70146 0.15070 0.0000
H -6.47438 -1.93258 -2.85443 0.0000
H -7.99012 -1.49774 -2.05156 0.0000
H -7.32477 -3.13523 -1.85533 0.0000
H -4.23746 -0.23495 -4.82794 0.0000
H -2.29899 -1.36845 -2.76260 -0.0001
H -2.03594 -1.41313 -4.50888 0.0000
H -3.39816 -2.30420 -3.79508 0.0000
H -2.24960 1.18740 -3.01045 0.0000
H -3.50610 1.99245 -3.96299 0.0000
H -2.19761 1.08675 -4.77429 0.0000
C 4.29813 2.83296 -2.10969 0.0001
C 2.82907 2.85780 -2.55691 -0.0010
C 2.52835 1.47810 -3.16331 -0.0010
C 2.70403 3.91116 -3.66636 -0.0002
P 1.69709 3.07985 -1.05219 0.0202
N 1.70631 1.85138 -0.09922 0.1049
C -0.01615 3.52597 -1.69111 -0.0003
C -1.01319 3.22833 -0.56424 -0.0003
C -0.20392 4.97468 -2.16807 -0.0002
C -0.44009 2.61799 -2.85653 -0.0006
C 2.35989 4.57422 -0.04958 0.0112
C 2.83656 5.79991 -0.83902 0.0023
C 1.30606 5.03537 0.97058 0.0004
C 3.52940 4.08483 0.81697 0.0013
H 4.90348 2.52465 -2.96764 0.0000
H 4.47091 2.11439 -1.30874 0.0000
H 4.66014 3.80950 -1.79117 0.0000
H 3.39256 1.15441 -3.75082 0.0000
H 1.66674 1.48955 -3.82684 0.0000
H 2.34204 0.72850 -2.39607 -0.0001
H 3.40499 3.63826 -4.46283 -0.0001
H 2.96334 4.91518 -3.33461 0.0000
H 1.71345 3.94097 -4.11135 0.0000
H -0.78896 3.72483 0.37652 0.0000
H -1.06533 2.15734 -0.37431 -0.0002
H -2.01701 3.52070 -0.88414 0.0000
H -0.13839 5.70988 -1.37052 0.0000
H -1.21336 5.04160 -2.58351 0.0000
H 0.49252 5.25701 -2.95716 0.0000
H -0.26196 1.56591 -2.64780 -0.0003
H 0.03908 2.87274 -3.80035 0.0000
H -1.51810 2.74280 -2.99092 0.0000
H 2.07450 6.22142 -1.48938 0.0000
H 3.72071 5.58990 -1.43924 0.0000
H 3.11746 6.57605 -0.11784 0.0008
H 0.44450 5.52700 0.52750 0.0000
H 1.78520 5.75426 1.64422 0.0001
H 0.95946 4.20119 1.57663 0.0001
H 4.39467 3.75240 0.25040 0.0000
H 3.19864 3.26902 1.45435 0.0005
H 3.84351 4.91225 1.46320 0.0000
S 1.12631 -0.46690 -5.33292 0.0006
C 0.85122 -0.40530 -3.72496 0.0018
N 0.65452 -0.29935 -2.58003 0.0093


118
Properties=species:S:1:pos:R:3:lowdin_charge:R:1 method="wB97M-V/def2-TZVPD" gap_ev=7.59 e_lumo_ev=0.3 largest_force_ev_per_a=0.46
Pb 0.20908 0.67508 -0.42289 0.8208
C -1.95824 -2.42183 1.15322 -0.2113
Si -0.51288 -1.23176 1.33994 0.4690
C -0.86338 -0.38219 3.02576 -0.2995
C -0.70922 -1.13731 4.19489 -0.1074
C -1.00956 -0.62140 5.44508 -0.0849
C -1.49528 0.67572 5.55699 -0.0749
C -1.66466 1.44422 4.41725 -0.1003
C -1.34953 0.93707 3.15188 -0.3528
P -1.46657 1.97119 1.64175 0.9674
C -1.10614 3.69800 2.17301 -0.4503
C 0.31135 3.77143 2.76979 -0.2139
C 0.95796 5.15889 2.60950 -0.1894
C -0.10913 6.24744 2.59874 -0.2034
C -0.99942 6.09604 1.35728 -0.1846
C -1.18803 4.62228 0.95066 -0.2160
C -3.24725 2.04716 1.17760 -0.4500
C -3.77882 0.66514 0.79037 -0.2236
C -5.08087 0.81499 -0.01619 -0.1798
C -5.88105 2.05495 0.42064 -0.2021
C -5.66442 2.33066 1.90613 -0.1904
C -4.19439 2.70513 2.19198 -0.1853
C 1.02886 -2.34953 1.41034 -0.3088
C 0.89188 -3.73954 1.48536 -0.0990
C 1.95659 -4.59348 1.22411 -0.0781
C 3.18709 -4.06736 0.86456 -0.0679
C 3.36278 -2.69078 0.82232 -0.0910
C 2.30344 -1.83594 1.10476 -0.4076
P 2.50460 -0.01613 1.26388 1.0246
C 2.64031 -0.03009 3.13194 -0.3940
C 2.49705 1.34167 3.83010 -0.2035
C 3.17380 1.35794 5.20360 -0.1903
C 2.84996 0.06683 5.94990 -0.1835
C 3.44643 -1.15452 5.21672 -0.1704
C 3.77808 -0.85170 3.74834 -0.1923
C 4.05520 0.36003 0.30808 -0.4339
C 3.90974 1.66739 -0.48722 -0.2320
C 4.08333 2.89314 0.40349 -0.2001
C 5.45800 2.87203 1.07172 -0.1907
C 5.64830 1.58793 1.87936 -0.1911
C 5.41235 0.34537 1.02088 -0.1854
H -2.07395 -3.01243 2.06672 0.0350
H -1.80743 -3.10726 0.31533 -0.0038
H -2.89307 -1.88648 0.98442 0.0076
H -0.32526 -2.15161 4.12176 0.1068
H -0.86174 -1.22471 6.33246 0.1069
H -1.73617 1.08710 6.52911 0.1050
H -2.02706 2.46032 4.51958 0.0976
H -1.85280 4.01788 2.90597 0.1057
H 0.93543 3.02527 2.26993 0.0706
H 0.27684 3.49789 3.82588 0.1043
H 1.52380 5.20576 1.67390 0.1105
H 1.67141 5.32468 3.41850 0.1093
H 0.34658 7.23878 2.61086 0.1071
H -0.70950 6.16608 3.51000 0.1120
H -0.54824 6.63621 0.52161 0.1086
H -1.97196 6.55758 1.54251 0.1060
H -0.41526 4.31603 0.23882 0.1044
H -2.14105 4.50450 0.43202 0.0917
H -3.22527 2.64455 0.25919 0.0821
H -3.95307 0.08749 1.70341 0.1171
H -3.04044 0.12016 0.19718 0.0560
H -5.69226 -0.08145 0.11006 0.1092
H -4.83693 0.88754 -1.07841 0.1064
H -6.94171 1.90928 0.21104 0.1061
H -5.56583 2.92974 -0.15586 0.1100
H -5.93316 1.43312 2.47069 0.1134
H -6.32350 3.12788 2.25307 0.1071
H -3.94238 2.38575 3.20534 0.0959
H -4.07635 3.79080 2.15123 0.1077
H -0.07310 -4.16906 1.72895 0.0899
H 1.81912 -5.66603 1.28261 0.1023
H 4.01354 -4.72266 0.62117 0.1069
H 4.33744 -2.29611 0.56118 0.1026
H 1.72034 -0.58440 3.34222 0.0735
H 1.43238 1.52979 3.97522 0.0868
H 2.88197 2.15807 3.21655 0.0815
H 2.82508 2.22683 5.76606 0.1112
H 4.25802 1.46432 5.09930 0.1102
H 1.76113 -0.02817 6.01388 0.0935
H 3.22321 0.11163 6.97415 0.1059
H 2.74196 -1.98928 5.25473 0.1077
H 4.35636 -1.48669 5.72103 0.1083
H 3.91593 -1.79141 3.21383 0.1021
H 4.71793 -0.30491 3.68804 0.0945
H 4.04491 -0.45297 -0.42333 0.0659
H 2.94565 1.69891 -1.00015 0.0444
H 4.68045 1.66368 -1.26448 0.1195
H 3.29972 2.89105 1.17390 0.0855
H 3.95162 3.80695 -0.17950 0.1119
H 5.58469 3.74428 1.71750 0.1085
H 6.22771 2.92750 0.29534 0.1168
H 4.94741 1.59600 2.71560 0.0784
H 6.65247 1.55237 2.30770 0.1161
H 5.53943 -0.56256 1.61130 0.0950
H 6.17033 0.31235 0.23062 0.1192
C -1.04000 2.81610 -5.43233 -0.0896
C -1.94481 3.59660 -4.47342 -0.2192
C -1.81323 3.11298 -3.09251 -0.2013
N -1.72080 2.69372 -2.02816 0.1345
H -1.17722 3.18342 -6.44782 0.0758
H -1.27894 1.75412 -5.41300 0.0777
H 0.00742 2.93411 -5.16049 0.0813
H -2.99173 3.50085 -4.76121 0.1152
H -1.69796 4.65824 -4.48256 0.1146
Cl -2.89993 -3.28602 -4.32455 0.6218
C -1.39670 -2.92480 -3.45896 -1.6149
Cl -0.06130 -2.70780 -4.57637 0.6727
Cl -1.02966 -4.20292 -2.29960 0.6411
C -1.59262 -1.66859 -2.71352 -0.3731
N -1.67720 -0.69318 -2.11906 0.1466
N 1.64762 -0.99967 -1.82325 0.0537
C 2.43476 -1.20778 -2.64858 -0.2262
C 3.46854 -1.42724 -3.56175 -0.2801
C 3.19082 -1.86588 -4.87903 -0.2861
N 2.91931 -2.21137 -5.94735 0.1063
C 4.78563 -1.15745 -3.10617 -0.2525
N 5.82606 -0.90741 -2.66948 0.1252


121
Properties=species:S:1:pos:R:3:lowdin_charge:R:1 method="wB97M-V/def2-TZVPD" gap_ev=7.01 e_lumo_ev=-4.1 largest_force_ev_per_a=2.73 charge=+1
C 5.52817 -0.22428 3.98506 -0.0877
C 4.35936 -0.66609 3.05069 -0.2474
C 4.80278 -1.52489 1.83832 -0.2192
C 5.14249 -0.71095 0.58078 -0.1832
C 3.93515 -0.00299 -0.10077 -0.1956
C 2.59455 -0.72504 0.16542 -0.1877
C 1.43781 -0.20332 -0.69952 -0.2106
C 0.04207 -0.57867 -0.16617 -0.3216
C -1.07747 0.38903 -0.68046 0.0113
C -0.06031 -0.55747 1.36288 -0.0826
C 0.46026 0.67434 2.09556 -0.2033
C 0.69371 1.93766 1.59818 -0.0631
C 1.17426 2.98785 2.35197 -0.0495
C 1.47952 2.76845 3.67455 -0.0344
C 1.28842 1.49668 4.19628 -0.2642
C 1.67594 1.28178 5.65144 -0.0317
C 0.77474 0.47784 3.43748 -0.0175
N -0.22303 -1.94560 -0.79267 0.1061
C -1.24457 -2.71715 -0.11847 -0.1955
O -0.63073 -3.53249 0.86362 -0.1081
C -1.62863 -4.17117 1.64463 -0.2391
C -2.10826 -3.33472 2.85366 -0.0533
C -0.47408 -1.69796 -2.11093 -0.3791
N -1.61384 -2.06851 -2.76622 0.1765
N 0.36905 -0.98384 -2.88665 -0.1199
P 0.68111 -1.81118 -4.47954 0.9395
C 0.52586 -3.63792 -4.25231 -0.2411
O -0.62934 -1.44728 -5.40788 -0.2918
C 1.60677 -0.51626 -2.20397 -0.6295
Cl 2.85807 -1.82343 -2.54321 0.7496
C 2.11766 0.72273 -2.98678 -0.1527
C 1.12584 1.88350 -3.07408 -0.1825
O 0.07934 1.65822 -4.03006 -0.0489
C -0.68785 2.83643 -4.11797 -0.4273
O -0.55564 3.51211 -5.11351 0.1463
C -1.61204 3.24889 -2.97871 -0.1451
C -2.68475 4.27610 -3.39766 -0.0765
H 5.62771 0.86533 3.90658 0.0592
H 5.21965 -0.40181 5.02042 0.0658
H 6.45730 -0.74000 3.73729 0.0687
H 3.67782 -1.27921 3.65826 0.0994
H 3.77765 0.21528 2.74862 0.0888
H 5.72867 -2.03198 2.14913 0.1063
H 4.09054 -2.33572 1.65347 0.0997
H 5.97465 -0.02173 0.76421 0.1159
H 5.52441 -1.42998 -0.16249 0.1090
H 3.86933 1.01826 0.30539 0.1196
H 4.16987 0.05888 -1.16564 0.0671
H 2.71454 -1.81273 0.10562 0.1018
H 2.42413 -0.53794 1.23102 0.0929
H 1.48543 0.88760 -0.60709 0.1206
H -1.26621 1.18834 0.04246 0.0975
H -2.04286 -0.12944 -0.76093 0.0886
H -0.81050 0.88908 -1.61381 0.0574
H -1.09392 -0.72640 1.69649 0.1266
H 0.49945 -1.42084 1.74908 0.1251
H 0.46662 2.14391 0.55285 0.0919
H 1.34286 3.96848 1.91581 0.1152
H 1.86499 3.57122 4.30269 0.0816
H 1.88595 0.23126 5.87459 0.0767
H 0.81178 1.57783 6.26194 0.0894
H 2.51054 1.92578 5.94097 0.0741
H 0.64825 -0.49954 3.90294 0.1280
H -1.77436 -3.42139 -0.77738 0.1333
H -2.04480 -2.10825 0.33650 0.1157
H -2.51664 -4.43691 1.04616 0.1126
H -1.24823 -5.11990 2.03387 0.1237
H -2.23180 -3.96856 3.73945 0.0814
H -3.10226 -2.90156 2.68156 0.0589
H -1.42446 -2.53035 3.13848 0.0672
H -1.77311 -3.06314 -2.84722 0.1028
H -2.21442 -1.39834 -3.21343 0.1291
H 0.84383 -3.99213 -3.26433 0.0434
H 1.23828 -4.07941 -4.96128 0.0553
H -0.46755 -4.00572 -4.53800 0.0258
H -1.27938 -2.17190 -5.34878 0.0013
H 3.04269 1.12225 -2.56576 0.1193
H 2.34451 0.42998 -4.02008 0.1041
H 1.70289 2.75717 -3.42162 0.1463
H 0.72562 2.18365 -2.09309 0.1056
H -2.14115 2.36202 -2.60404 0.1040
H -1.04579 3.66257 -2.13540 0.1208
H -2.78475 5.04175 -2.62329 0.0770
H -2.43923 4.78931 -4.33087 0.0760
H -3.66402 3.80937 -3.54327 0.0752
C 6.41294 4.89523 5.93743 0.0278
C 5.28151 4.68151 5.27135 0.0203
C 3.98888 5.21465 5.76224 -0.3697
O 2.95496 5.01650 5.15362 0.0726
C 4.00128 5.99587 7.02079 0.0235
C 5.13177 6.21096 7.68864 0.0288
C 6.42808 5.67811 7.19929 -0.3822
O 7.45769 5.87392 7.80397 0.1222
H 7.36714 4.51415 5.59653 0.1246
H 5.24999 4.11408 4.34943 0.1187
H 3.04636 6.37627 7.36041 0.1237
H 5.16150 6.77840 8.60995 0.1258
C -6.45154 -3.34449 -5.24040 0.0327
C -5.27026 -3.90206 -4.98382 0.0235
C -4.00928 -3.21316 -5.33162 -0.3673
O -2.92281 -3.72204 -5.09450 0.0545
C -4.10403 -1.88142 -5.97661 0.0198
C -5.28274 -1.32235 -6.23460 0.0414
C -6.55137 -2.01027 -5.88414 -0.3759
O -7.62344 -1.50062 -6.11259 0.1359
H -7.38720 -3.82837 -4.99177 0.1305
H -5.17782 -4.87236 -4.51242 0.1275
H -3.16851 -1.39290 -6.22435 0.1123
H -5.37350 -0.35117 -6.70464 0.1309
C -5.62652 -2.80708 -0.46572 0.0298
C -4.96217 -1.84643 0.16939 0.0131
C -5.28080 -0.41410 -0.04877 -0.3860
O -4.66668 0.45787 0.52842 0.1058
C -6.37348 -0.09335 -1.00013 0.0274
C -7.04045 -1.05468 -1.63640 0.0299
C -6.71830 -2.48682 -1.41876 -0.3840
O -7.31593 -3.36653 -1.99759 0.1100
H -5.40700 -3.85811 -0.32131 0.1236
H -4.16395 -2.06007 0.86885 0.0884
H -6.59211 0.95705 -1.14521 0.1264
H -7.83909 -0.84104 -2.33611 0.1283